[1]
The following is a quantum chemistry calculation of a structure of composition C18H33LaNO3S3, from the Open Molecules 2025 dataset.

Last column: natural (NBO) charge in e.
Cartesian coordinates (Å):
La -0.050 -0.056 0.348  2.08
C 2.412 -3.036 0.107  -0.52
C 1.541 -3.535 -1.033  -0.54
S -0.081 -2.720 -1.129  0.17
C -0.210 -2.198 -2.863  -0.52
C 0.887 -1.289 -3.398  -0.53
S 1.158 0.243 -2.455  0.18
C 2.952 0.266 -2.197  -0.53
C 3.544 -0.929 -1.469  -0.54
S 2.771 -1.255 0.140  0.18
H 3.363 -3.570 0.104  0.28
H 1.961 -3.246 1.080  0.25
H 1.369 -4.604 -0.907  0.28
H 2.033 -3.414 -1.996  0.24
H -1.194 -1.733 -2.942  0.24
H -0.266 -3.097 -3.479  0.28
H 0.641 -1.006 -4.422  0.28
H 1.840 -1.813 -3.445  0.24
H 3.139 1.197 -1.657  0.25
H 3.437 0.390 -3.167  0.28
H 4.605 -0.748 -1.296  0.28
H 3.483 -1.837 -2.066  0.24
C -2.897 -2.144 1.201  -0.25
O -2.444 -0.982 0.461  -0.66
C -3.536 -0.198 -0.082  -0.10
C -3.002 0.541 -1.275  -0.09
O -1.852 1.323 -0.885  -0.64
C -2.169 2.676 -0.473  -0.09
C -0.970 3.167 0.286  -0.10
O -0.678 2.250 1.365  -0.64
C -1.231 2.669 2.640  -0.25
H -3.492 -2.779 0.548  0.23
H -2.014 -2.693 1.524  0.20
H -3.482 -1.824 2.063  0.22
H -4.345 -0.863 -0.389  0.24
H -3.914 0.467 0.698  0.21
H -2.662 -0.151 -2.046  0.21
H -3.760 1.184 -1.725  0.25
H -2.362 3.286 -1.356  0.24
H -3.064 2.660 0.152  0.21
H -0.085 3.206 -0.356  0.21
H -1.133 4.174 0.670  0.25
H -0.826 3.644 2.900  0.22
H -2.318 2.708 2.578  0.20
H -0.924 1.934 3.377  0.21
C 1.348 -0.043 7.002  -0.66
C 1.079 -0.087 5.531  0.13
C -0.073 -0.679 5.007  -0.23
C -0.253 -0.716 3.642  0.04
N 0.636 -0.212 2.767  -0.69
C 1.744 0.367 3.269  0.06
C 1.992 0.453 4.620  -0.23
H 0.489 -0.370 7.582  0.25
H 1.622 0.965 7.312  0.26
H 2.193 -0.695 7.232  0.27
H -0.820 -1.105 5.663  0.26
H -1.150 -1.172 3.229  0.20
H 2.460 0.763 2.556  0.22
H 2.898 0.934 4.965  0.26

Its energy relative to the best compared isomer or geometry (same formula, charge and spin) is 0.0000 eV. The total energy is -60177.16179 eV. Its HOMO energy is -0.6712 Eh. Its total charge is +3. The value obtained for the LUMO energy is -9.2 eV. The calculation puts the molar mass at 546.6 u.

=====

[2]
The following is a quantum chemistry calculation of a structure of composition C18H33N6OReS3 in a non-equilibrium geometry, from the Open Molecules 2025 dataset.

Last column: natural (NBO) charge in e.
Cartesian coordinates (Å):
Re -0.105 0.025 -0.504  1.14
C -2.166 -1.964 4.924  -0.62
C -2.907 -1.799 3.601  -0.23
N -2.226 -2.463 2.511  -0.52
C -1.365 -1.910 1.686  0.32
S -1.000 -0.158 1.794  -0.01
N -0.707 -2.620 0.807  -0.41
N 0.135 -1.982 0.016  -0.27
C 1.169 -2.657 -0.457  0.34
C 1.251 -4.118 -0.283  -0.69
C 2.207 -1.807 -0.996  0.13
C 3.401 -2.280 -1.542  -0.16
C 4.364 -1.372 -1.956  -0.08
C 4.134 -0.018 -1.755  -0.20
C 2.939 0.383 -1.177  0.08
N 1.985 -0.473 -0.836  -0.47
H -2.788 -1.566 5.719  0.25
H -1.225 -1.422 4.912  0.21
H -1.969 -3.009 5.147  0.23
H -2.993 -0.737 3.359  0.21
H -3.902 -2.239 3.681  0.24
H -2.313 -3.474 2.470  0.44
H 1.104 -4.370 0.769  0.29
H 2.185 -4.546 -0.627  0.25
H 0.418 -4.593 -0.809  0.28
H 3.565 -3.342 -1.645  0.26
H 5.281 -1.710 -2.413  0.27
H 4.860 0.723 -2.052  0.27
H 2.750 1.426 -0.961  0.23
C -2.119 2.362 -1.489  -0.25
C -2.971 1.312 -0.783  -0.25
N -2.359 -0.032 -0.881  -0.59
C -2.665 -0.790 -2.112  -0.25
C -1.922 -0.314 -3.350  -0.52
S -0.116 -0.092 -3.045  0.42
C 0.152 1.680 -3.463  -0.53
C 0.189 2.610 -2.245  -0.24
N -0.694 2.147 -1.163  -0.63
H -2.256 2.299 -2.569  0.21
H -2.448 3.359 -1.182  0.26
H -3.030 1.562 0.278  0.24
H -3.987 1.312 -1.188  0.25
H -2.788 -0.575 -0.131  0.43
H -2.395 -1.832 -1.922  0.24
H -3.741 -0.758 -2.320  0.25
H -2.002 -1.077 -4.127  0.29
H -2.321 0.617 -3.745  0.25
H 1.106 1.710 -3.991  0.28
H -0.623 1.958 -4.175  0.26
H 1.201 2.662 -1.844  0.23
H -0.096 3.622 -2.563  0.25
H -0.456 2.688 -0.326  0.44
C 2.340 1.616 3.217  -0.80
S 1.043 2.482 2.287  1.24
C 1.888 4.090 2.112  -0.78
O 1.115 1.902 0.885  -1.01
H 2.386 2.049 4.209  0.27
H 3.290 1.715 2.701  0.25
H 2.069 0.568 3.297  0.25
H 1.903 4.569 3.086  0.27
H 1.328 4.713 1.421  0.25
H 2.897 3.942 1.741  0.25

Its energy relative to the best compared isomer or geometry (same formula, charge and spin) is 1.5393 eV. The total energy is -64800.25408 eV. As for the expectation value of S²: 1.019. Its HOMO energy (alpha / beta) is -0.6166 / -0.6216 Eh. As for the spin multiplicity: 2. Its total charge is +3. The value obtained for the LUMO energy (alpha / beta) is -11.1 / -11.2 eV. The calculation puts the molar mass at 631.9 u.

=====

[3]
The following is a quantum chemistry calculation of a structure of composition C18H33NO3P2Pb in a non-equilibrium geometry, from the Open Molecules 2025 dataset.

Last column: natural (NBO) charge in e.
Cartesian coordinates (Å):
C -1.039 -1.849 -4.528  -0.51
C -1.286 -1.151 -5.807  0.35
H -0.727 -2.899 -4.687  0.25
H -1.975 -1.778 -3.808  0.28
C -1.293 0.231 -5.710  -0.16
C -1.161 0.901 -4.490  -0.09
H -1.470 0.495 -3.465  0.24
H -1.028 1.980 -4.556  0.22
C -1.443 -1.883 -7.132  -0.71
H -1.228 -2.959 -7.038  0.25
H -0.787 -1.505 -7.915  0.27
H -2.437 -1.849 -7.609  0.29
C -1.554 1.011 -6.995  -0.65
H -2.507 0.814 -7.508  0.25
H -0.771 0.807 -7.744  0.24
H -1.588 2.085 -6.811  0.24
Pb 0.621 -0.954 1.669  1.50
O 0.968 -1.144 -0.639  -0.87
C 1.283 -0.285 -1.573  0.58
O 0.893 1.254 0.932  -0.77
C 1.748 1.542 0.050  0.93
O 2.563 2.549 0.254  -0.43
N 1.932 0.936 -1.174  -0.46
C 3.480 2.653 -0.879  -0.09
C 2.932 1.699 -1.931  -0.24
H 4.505 2.332 -0.627  0.21
H 3.561 3.722 -1.132  0.24
H 3.722 1.035 -2.344  0.24
H 2.464 2.238 -2.759  0.22
C 0.868 -0.462 -2.910  -0.42
C 0.310 -1.730 -3.427  -0.37
H 1.243 0.310 -3.570  0.21
H -0.213 -2.162 -2.565  0.24
H 0.994 -2.511 -3.944  0.24
C -1.729 -1.893 4.566  -0.95
P -2.312 -0.257 3.927  0.76
C -3.896 -0.217 4.908  -0.91
C -1.427 1.118 4.855  -0.70
C -0.137 0.813 5.632  -0.67
P 1.183 -0.020 4.588  0.76
C 2.524 1.170 4.746  -0.96
C 1.604 -1.394 5.678  -0.96
H -2.581 -2.568 4.397  0.26
H -1.505 -1.893 5.638  0.24
H -0.888 -2.307 3.993  0.20
H -3.691 -0.261 5.986  0.23
H -4.456 0.703 4.683  0.25
H -4.534 -1.066 4.624  0.24
H -1.169 1.827 4.067  0.23
H -2.154 1.599 5.517  0.25
H 0.332 1.770 5.955  0.25
H -0.326 0.228 6.582  0.24
H 2.310 1.972 5.474  0.26
H 3.427 0.656 5.069  0.25
H 2.720 1.643 3.775  0.25
H 1.040 -1.377 6.624  0.26
H 1.394 -2.366 5.187  0.24
H 2.689 -1.354 5.900  0.26

Its energy relative to the best compared isomer or geometry (same formula, charge and spin) is 1.1098 eV. The total energy is -50641.67655 eV. Its HOMO energy is -0.4900 Eh. Its total charge is +2. The value obtained for the LUMO energy is -7.4 eV. The calculation puts the molar mass at 580.6 u.

=====

[4]
The following is a quantum chemistry calculation of a cluster of 2 separate species, C18H33NO6 in total in a non-equilibrium geometry, from the Open Molecules 2025 dataset.

Last column: natural (NBO) charge in e.
Cartesian coordinates (Å):
C -3.472 0.538 1.275  -0.73
C -2.057 1.291 1.045  0.82
O -1.286 1.360 2.023  -0.57
O -1.757 1.846 -0.253  -0.56
C -0.936 0.836 -0.906  -0.09
C -1.802 -0.248 -1.757  -0.45
C -0.772 -1.422 -2.190  -0.41
C -0.982 -2.782 -1.330  -0.40
C -0.790 -2.530 0.263  -0.42
C 0.755 -2.224 0.532  -0.41
C 1.116 -2.070 2.112  -0.43
C 2.709 -2.136 2.208  -0.44
C 3.288 -2.016 3.725  0.09
C 3.724 -0.540 4.146  -0.46
C 2.568 0.586 3.551  0.19
C 2.910 1.168 2.000  -0.50
O 3.060 1.992 3.393  -0.50
O 2.501 -2.754 4.696  -0.52
C 1.561 -1.971 5.394  0.60
O 0.385 -2.425 5.468  -0.54
H -3.375 -0.547 0.920  0.24
H -3.738 0.572 2.393  0.25
H -4.241 1.106 0.633  0.24
H -0.347 0.257 -0.110  0.19
H -0.190 1.280 -1.660  0.20
H -2.660 -0.675 -1.141  0.20
H -2.230 0.281 -2.698  0.25
H -0.949 -1.669 -3.304  0.22
H 0.297 -1.000 -2.060  0.20
H -2.027 -3.164 -1.596  0.21
H -0.223 -3.556 -1.710  0.21
H -1.491 -1.707 0.620  0.20
H -1.103 -3.514 0.771  0.22
H 1.135 -1.301 -0.026  0.20
H 1.356 -3.121 0.118  0.21
H 0.715 -3.022 2.620  0.23
H 0.630 -1.143 2.554  0.21
H 2.996 -3.212 1.889  0.21
H 3.269 -1.458 1.474  0.24
H 4.284 -2.606 3.661  0.20
H 4.711 -0.184 3.704  0.26
H 3.777 -0.355 5.271  0.23
H 1.418 0.395 3.831  0.23
H 2.761 2.209 1.581  0.33
H 1.797 0.876 1.742  0.20
H 1.752 -1.003 5.959  0.16
C -2.251 1.971 -5.266  0.53
O -3.171 1.549 -4.591  -0.63
N -1.643 3.179 -5.100  -0.43
C -0.550 3.615 -5.946  -0.40
C -2.105 4.057 -4.042  -0.42
H -1.826 1.382 -6.096  0.11
H 0.331 3.797 -5.326  0.20
H -0.837 4.540 -6.452  0.20
H -0.309 2.859 -6.695  0.21
H -1.999 3.547 -3.081  0.22
H -3.161 4.286 -4.202  0.22
H -1.527 4.981 -4.032  0.21

The total energy is -32966.31613 eV. As for the SMILES: CC(=O)OCCCCCCCC[C@@H](C[C@@H]1CO1)OC=O.CN(C)C=O. Its HOMO energy is -0.3134 Eh. Its total charge is 0. The value obtained for the LUMO energy is 0.0 eV. The calculation puts the molar mass at 359.5 u.